{
  "formula": "CH2O3",
  "method": "wB97M-V/def2-TZVPD",
  "smiles": "O=C(O)O",
  "e_above_lowest_ev": 0.0000,
  "molar_mass_g_mol": 62.02,
  "e_tot_ev": -7212.546,
  "e_homo_ev": -11.14,
  "homo_lumo_gap_ev": 11.7,
  "e_lumo_ev": 0.52,
  "largest_force_ha_per_bohr": 0.014,
  "elements": ["O", "C", "O", "O", "H", "H"],
  "positions_angstrom": [[-0.21264, 1.21641, -0.46765], [-0.01991, 0.11419, -0.04389], [0.67324, -0.16867, 1.05375], [-0.46806, -1.00480, -0.60270], [1.00106, 0.64484, 1.46337], [-0.97369, -0.80198, -1.40288]]
}


{
  "formula": "C6H36N2O10",
  "method": "wB97M-V/def2-TZVPD",
  "smiles": "CN(C)CCCCN.O.O.O.O.O.O.O.O.O.O",
  "e_above_lowest_ev": 3.4283,
  "molar_mass_g_mol": 296.36,
  "e_tot_ev": -30260.151,
  "e_homo_ev": -8.68,
  "homo_lumo_gap_ev": 8.8,
  "e_lumo_ev": 0.11,
  "largest_force_ha_per_bohr": 0.055,
  "elements": ["C", "N", "C", "C", "C", "C", "C", "N", "H", "H", "H", "H", "H", "H", "H", "H", "H", "H", "H", "H", "H", "H", "H", "H", "O", "H", "H", "O", "H", "H", "O", "H", "H", "O", "H", "H", "O", "H", "H", "O", "H", "H", "O", "H", "H", "O", "H", "H", "O", "H", "H", "O", "H", "H"],
  "positions_angstrom": [[0.48950, 0.61765, 1.14666], [-0.14103, -0.67896, 0.94118], [0.39033, -1.79246, 1.84031], [0.13561, -1.12561, -0.45052], [-1.04446, -1.97007, -0.94459], [-0.58990, -3.09682, -1.89083], [-0.31483, -2.55374, -3.32237], [0.96503, -2.01315, -3.68794], [1.59271, 0.64720, 1.29006], [0.08582, 0.94058, 2.12127], [0.40731, 1.35690, 0.35379], [-0.30443, -2.59677, 1.56050], [1.40284, -2.07187, 1.47378], [0.50468, -1.44517, 2.84867], [1.13249, -1.61592, -0.60293], [0.27978, -0.25453, -1.07293], [-1.43838, -2.56766, -0.10051], [-1.76067, -1.31257, -1.41312], [-1.36740, -3.84308, -2.14916], [0.28108, -3.66874, -1.55812], [-0.48585, -3.43440, -3.93368], [-1.07915, -1.78688, -3.50474], [1.76136, -2.64477, -3.75729], [1.44580, -1.42794, -2.99522], [-1.29164, 2.79548, 1.33939], [-1.58787, 2.35637, 0.49938], [-1.29050, 3.69148, 0.98926], [-2.99400, -1.20492, 2.95185], [-3.40070, -1.27367, 2.07272], [-2.18087, -0.73366, 2.72390], [4.44796, 1.95547, 0.11939], [4.25203, 2.54626, 0.84767], [4.67207, 1.10996, 0.53199], [-1.57974, 2.36544, -1.29307], [-0.80438, 2.83611, -1.60700], [-1.50384, 1.53670, -1.79275], [-3.52570, 0.27346, -0.81179], [-3.39533, -0.13241, 0.06613], [-3.86277, 1.15327, -0.60235], [3.55018, -0.42806, 2.01940], [2.63183, -0.15173, 1.89834], [3.55879, -0.50639, 2.97884], [-3.42423, 1.35757, 1.65574], [-3.93438, 1.07380, 2.42438], [-2.89959, 2.13265, 1.92344], [1.93095, 0.75004, 3.80170], [1.92129, 0.93061, 4.74860], [1.44169, 1.46724, 3.38856], [2.16842, 1.44350, -1.35804], [2.16432, 2.07722, -2.07108], [3.03565, 1.57924, -0.89423], [0.38046, 1.05008, -3.26712], [-0.09945, 0.55590, -3.94056], [1.12662, 0.66110, -2.80757]]
}


{
  "formula": "C20H38BBaN5O6",
  "method": "wB97M-V/def2-TZVPD",
  "total_charge": 2,
  "molar_mass_g_mol": 592.69,
  "e_tot_ev": -42443.841,
  "e_homo_ev": -11.12,
  "homo_lumo_gap_ev": 2.1,
  "e_lumo_ev": -8.97,
  "largest_force_ha_per_bohr": 0.070,
  "elements": ["C", "C", "C", "N", "C", "N", "C", "C", "N", "C", "O", "O", "C", "C", "C", "C", "C", "C", "N", "C", "C", "C", "C", "C", "O", "C", "O", "N", "C", "B", "O", "O", "H", "H", "H", "H", "H", "H", "H", "H", "H", "H", "H", "H", "H", "H", "H", "H", "H", "H", "H", "H", "H", "H", "H", "H", "H", "H", "H", "H", "H", "H", "H", "H", "H", "H", "H", "H", "H", "H", "Ba"],
  "positions_angstrom": [[1.13746, -1.94975, 4.45086], [-0.19018, -1.81037, 4.62896], [-0.89894, -0.41178, 4.73637], [-0.46428, 0.39801, 3.57307], [-0.89695, 0.18536, 2.34619], [-1.83430, -0.83859, 2.20228], [-2.44121, -0.88792, 0.84116], [-3.46735, 0.30234, 0.75795], [-4.07898, 0.48374, -0.57626], [-3.25728, -2.21690, 0.71154], [-3.52780, -2.86128, 1.73337], [-3.63745, -2.62109, -0.43975], [-1.27208, -0.82072, -0.17171], [-0.26429, -2.02421, -0.09081], [-0.20527, -2.70635, -1.50801], [1.08181, -3.56549, -1.76545], [2.35862, -2.62941, -1.76709], [3.57069, -3.44228, -2.35048], [4.85573, -2.65533, -2.18170], [-0.64361, 0.59582, -0.04511], [0.73101, 0.75037, -0.83804], [0.51756, 0.94519, -2.39159], [-0.11933, 2.33437, -2.74711], [0.75537, 3.56751, -2.32038], [0.55848, 4.65056, -3.23854], [-0.81033, 4.97142, -3.31553], [-1.35043, 5.54646, -2.43135], [-0.37461, 1.03767, 1.34670], [-0.68371, 2.48134, 1.57756], [0.65840, 3.32327, 1.97967], [1.81009, 2.53669, 2.19294], [0.66364, 4.70527, 2.10212], [1.48421, -2.86031, 3.91890], [1.86788, -1.18642, 4.78525], [-0.86757, -2.69741, 4.66631], [-0.50896, 0.05575, 5.67870], [-2.00304, -0.47844, 4.82191], [0.22307, 1.12370, 3.77640], [-1.40516, -1.76884, 2.32503], [-4.28677, 0.06291, 1.48687], [-3.01575, 1.27248, 1.09234], [-3.53964, 1.22795, -1.03155], [-3.94834, -0.35081, -1.15739], [-1.74121, -0.87633, -1.19033], [-0.70764, -2.79919, 0.59512], [0.73301, -1.77086, 0.34122], [-0.23866, -1.94068, -2.33227], [-1.13037, -3.32338, -1.65546], [1.12780, -4.34404, -0.96361], [1.03835, -4.01630, -2.79091], [2.13448, -1.71760, -2.40437], [2.55657, -2.34643, -0.70470], [3.36458, -3.60001, -3.43859], [3.71775, -4.39842, -1.80596], [4.59594, -1.66927, -2.06293], [5.21602, -2.97055, -1.27168], [-1.34156, 1.30143, -0.57091], [1.19042, 1.71463, -0.48165], [1.46430, -0.04986, -0.58543], [-0.13236, 0.15106, -2.83721], [1.53960, 0.91996, -2.87695], [-1.18246, 2.41231, -2.40151], [-0.17825, 2.37242, -3.86870], [0.56894, 3.88522, -1.25724], [1.84889, 3.30396, -2.35150], [-1.41822, 4.68909, -4.21534], [-1.36979, 2.55063, 2.45832], [-1.11492, 3.00659, 0.69311], [2.60243, 3.00634, 1.88375], [-0.27353, 4.96968, 2.12424], [4.84945, -0.23491, -3.39312]]
}


{
  "formula": "C15H20BrNOPtSi2",
  "method": "wB97M-V/def2-TZVPD",
  "molar_mass_g_mol": 561.49,
  "e_tot_ev": -108464.028,
  "e_homo_ev": -7.99,
  "homo_lumo_gap_ev": 8.0,
  "e_lumo_ev": 0.02,
  "largest_force_ha_per_bohr": 0.011,
  "elements": ["Pt", "O", "C", "C", "C", "N", "C", "Br", "C", "H", "H", "H", "H", "C", "Si", "C", "C", "C", "C", "C", "C", "C", "Si", "C", "C", "H", "H", "H", "H", "H", "H", "H", "H", "H", "H", "H", "H", "H", "H", "H", "H"],
  "positions_angstrom": [[0.29897, 0.95498, 0.02300], [6.11006, 3.37549, 0.53939], [4.95339, 2.70742, 0.37891], [4.88361, 1.32131, 0.24295], [3.64752, 0.73676, 0.07475], [2.51212, 1.43875, 0.03826], [2.61224, 2.75012, 0.20502], [0.90236, 3.60191, 0.06867], [3.77677, 3.45566, 0.36664], [6.85785, 2.76843, 0.51170], [5.77499, 0.70841, 0.26614], [3.54132, -0.33260, -0.05241], [3.78875, 4.52641, 0.49867], [-2.70429, 1.44957, 1.69239], [-2.01290, 0.88039, 0.02805], [-2.72255, 2.04123, -1.28633], [-2.65379, -0.86014, -0.32074], [-3.98866, -1.19552, -0.55588], [-4.35937, -2.50692, -0.79962], [-3.39406, -3.50957, -0.80417], [-2.06729, -3.18947, -0.57039], [-1.68226, -1.86778, -0.33202], [0.09531, -1.31580, -0.01459], [0.61394, -2.06333, 1.64561], [1.18409, -2.12757, -1.33065], [-3.79562, 1.40303, 1.71201], [-2.41356, 2.47980, 1.91041], [-2.32602, 0.81681, 2.49718], [-3.81514, 2.03452, -1.25876], [-2.40886, 1.73818, -2.28595], [-2.40008, 3.07344, -1.12920], [-4.75201, -0.42404, -0.55414], [-5.39668, -2.75442, -0.98852], [-3.68065, -4.53658, -0.99485], [-1.32647, -3.98248, -0.57651], [0.50409, -3.15083, 1.61779], [-0.01933, -1.68144, 2.44740], [1.65131, -1.83932, 1.90378], [1.01351, -3.20728, -1.33162], [2.25060, -1.96870, -1.15702], [0.94677, -1.74880, -2.32535]]
}


{
  "formula": "C7H14",
  "method": "wB97M-V/def2-TZVPD",
  "smiles": "C=CCCCC=C.[H][H]",
  "e_above_lowest_ev": 2.4470,
  "molar_mass_g_mol": 98.19,
  "e_tot_ev": -7483.847,
  "e_homo_ev": -9.19,
  "homo_lumo_gap_ev": 10.4,
  "e_lumo_ev": 1.23,
  "largest_force_ha_per_bohr": 0.005,
  "elements": ["C", "C", "C", "C", "C", "C", "C", "H", "H", "H", "H", "H", "H", "H", "H", "H", "H", "H", "H", "H", "H"],
  "positions_angstrom": [[2.02210, 0.63372, -1.47410], [1.53993, 0.39241, -0.25971], [0.74997, 1.38682, 0.55432], [-0.78141, 1.28908, 0.41829], [-1.42641, 0.00603, 0.95531], [-1.43939, -1.20581, 0.05498], [-1.12934, -1.26614, -1.23712], [2.56600, -0.13060, -2.02384], [1.87553, 1.58971, -1.97963], [1.69814, -0.58832, 0.19200], [1.01440, 1.27743, 1.61509], [1.04758, 2.40214, 0.26292], [-1.21057, 2.13627, 0.96878], [-1.06300, 1.44044, -0.63139], [-0.95358, -0.26612, 1.91147], [-2.47495, 0.21983, 1.20930], [-1.77625, -2.12202, 0.54365], [-1.20423, -2.20227, -1.78478], [-0.77255, -0.40519, -1.79582], [1.20579, -2.43112, 1.64997], [0.66275, -2.35757, 1.14595]]
}


{
  "formula": "C26H40BClCoN2O4",
  "method": "wB97M-V/def2-TZVPD",
  "total_charge": -1,
  "s_squared": 6.029,
  "molar_mass_g_mol": 549.81,
  "e_tot_ev": -89606.441,
  "e_homo_ev": [-0.59, -3.57],
  "homo_lumo_gap_ev": [3.1, 6.1],
  "e_lumo_ev": [2.55, 2.51],
  "largest_force_ha_per_bohr": 0.080,
  "spin_multiplicity": 5,
  "elements": ["Co", "Cl", "N", "N", "C", "C", "C", "C", "C", "C", "H", "H", "H", "H", "H", "H", "C", "C", "C", "C", "H", "H", "H", "H", "H", "H", "O", "H", "H", "O", "H", "H", "C", "C", "C", "H", "H", "C", "C", "H", "C", "C", "C", "C", "H", "C", "H", "H", "H", "H", "H", "H", "H", "H", "C", "C", "C", "O", "B", "O", "C", "C", "C", "H", "H", "H", "H", "H", "H", "H", "H", "H", "H", "H", "H"],
  "positions_angstrom": [[-2.85233, -2.32977, 0.59925], [-3.79065, -1.82759, -1.29517], [0.36696, -0.05690, -1.89923], [-1.72578, -1.02600, 1.54913], [-0.24460, 0.78478, -2.66709], [-2.11778, 0.02625, 2.28690], [0.37469, -1.37209, -2.61757], [-0.72591, -1.16439, -3.65772], [0.00448, -2.53643, -1.71249], [1.74202, -1.58835, -3.28744], [-1.07700, -2.50649, -1.50085], [0.54389, -2.50570, -0.76502], [0.22048, -3.48128, -2.23248], [1.83615, -0.95682, -4.18349], [1.84344, -2.63579, -3.58252], [2.57162, -1.32150, -2.61034], [-1.40416, -2.08564, 2.58331], [-2.54845, -1.80244, 3.53791], [-0.01107, -1.72871, 3.11745], [-1.39434, -3.45661, 1.94829], [-2.35747, -3.76007, 1.45726], [-1.26936, -4.15253, 2.77931], [-0.51693, -3.59383, 1.30346], [-0.05726, -1.04287, 3.97595], [0.55918, -1.21979, 2.32799], [0.55472, -2.62176, 3.41896], [-2.71922, -0.29377, 3.42349], [-2.37832, -2.03018, 4.59984], [-3.48889, -2.24776, 3.18284], [-0.88493, 0.28389, -3.73278], [-1.68937, -1.58394, -3.33054], [-0.48272, -1.52099, -4.66605], [-0.34247, 2.26313, -2.50690], [-1.68859, 1.43853, 2.06917], [-2.06360, 2.08677, 0.75272], [-0.58586, 1.41836, 2.05952], [-2.03625, 2.06349, 2.90054], [-1.05272, 2.27725, -0.19007], [-1.41660, 2.50077, -1.50622], [-0.01709, 1.92104, 0.01174], [-2.75538, 2.77510, -1.84261], [-3.69688, 2.93760, -0.81559], [-3.13755, 2.82850, -3.28749], [-3.36965, 2.53411, 0.48884], [-4.73027, 3.26554, -1.03352], [-4.37431, 2.53722, 1.60527], [-5.37743, 2.81051, 1.23655], [-4.12456, 3.24250, 2.41454], [-4.44116, 1.54235, 2.06572], [-2.61786, 3.61411, -3.84442], [-4.21353, 2.99100, -3.41794], [-2.87993, 1.87798, -3.76712], [-0.51730, 2.72204, -3.48486], [0.62337, 2.57465, -2.09337], [3.02634, -1.68030, 0.66214], [3.10395, -0.22846, 1.11464], [3.67214, -0.20028, 2.52216], [1.71324, 0.25226, 1.14858], [1.50586, 0.99475, 0.00450], [2.64087, 1.34058, -0.65494], [3.77269, 0.76640, 0.05879], [4.49843, 1.92873, 0.72811], [4.67071, 0.14955, -0.98946], [2.44994, -2.25211, 1.40151], [4.00917, -2.17050, 0.61343], [2.53154, -1.78730, -0.31482], [3.08216, -0.82154, 3.20890], [4.68195, -0.63221, 2.49460], [3.72523, 0.80425, 2.95949], [5.40660, 1.54913, 1.21607], [4.80976, 2.65797, -0.03309], [3.87841, 2.44257, 1.47855], [4.16661, -0.60612, -1.61190], [5.04496, 0.94006, -1.66069], [5.54396, -0.31490, -0.51164]]
}